ORCA calculation (ωB97M-V with the def2-TZVPD basis set) on CH2F3NO2S in the gas phase.

```
! RIJCOSX wB97M-V def2-TZVPD def2/J DEFGRID3
* xyz 0 1
N -0.241 -0.049 -0.109
S 0.293 -0.285 -1.575
O -0.847 -0.727 -2.267
O 1.054 0.858 -1.917
C 1.553 -1.884 -1.555
F 0.879 -2.651 -0.751
F 1.800 -2.521 -2.739
F 2.761 -1.666 -1.073
H 0.351 0.328 0.689
H -1.080 -0.522 0.258
*
```

The energy above the lowest of the compared OMol25 structures with the same formula, charge and spin comes out at 60.6 kJ/mol. As for the HOMO energy: -11.548 eV. The value obtained for the LUMO energy is 0.30 eV. The molecular weight is 149.1 g mol⁻¹. The value obtained for the gap between HOMO and LUMO is 11.8 eV.

These are the Löwdin partial charges, in e, on atoms 1 to 4:
1 N -0.082
2 S 0.590
3 O -0.265
4 O -0.271